Entry from OMol25: a structure of composition C18H16N8O3Pd in a non-equilibrium geometry (the ωB97M-V functional and the def2-TZVPD basis).

Results
- E (a.u.) = -1486.9717
- LUMO energy (alpha / beta) (eV) = -0.66 / -0.66
- gap between HOMO and LUMO (alpha / beta) (eV) = 7.7 / 7.7
- ΔE to the lowest compared entry with this formula, charge and spin (kJ/mol) = 68.93
- charge = 0

Each line ends with the Mulliken charge.
Positions of all 46 atoms, in Å:
Pd 0.21 -1.33 1.65  0.58
C -1.26 -0.75 5.60  -1.31
C -0.93 -1.28 4.24  0.72
N -0.99 -0.54 3.18  -0.26
O -1.29 0.80 3.42  -0.51
C -0.55 -2.66 4.02  0.41
C -0.94 -3.79 4.92  -1.43
N 0.13 -2.86 2.92  0.26
O 0.51 -3.97 2.53  -0.63
H -0.85 0.25 5.71  0.45
H -0.84 -1.40 6.36  0.34
H -2.34 -0.69 5.74  0.31
H -1.68 1.09 2.59  0.39
H -1.89 -3.58 5.41  0.36
H -0.18 -3.98 5.69  0.30
H -1.03 -4.69 4.32  0.44
O 1.40 -2.40 0.38  -0.61
N 2.34 -1.71 -0.19  -0.02
C 3.41 -2.37 -0.49  0.53
C 3.60 -3.78 -0.26  0.21
N 3.76 -4.91 -0.10  -0.41
C 4.46 -1.64 -1.15  -0.02
N 5.31 -1.08 -1.69  -0.46
C 0.45 2.71 -0.07  -1.03
C 0.32 1.63 0.78  -0.49
N 0.27 0.38 0.33  -0.12
C 0.38 0.16 -0.98  -0.43
C 0.59 1.17 -1.90  0.31
C 0.60 2.48 -1.43  0.21
C 0.90 0.83 -3.31  -0.91
C 0.33 1.31 -4.41  -0.55
C -0.86 2.17 -4.51  0.90
C -1.15 2.82 -5.70  -0.64
C -2.31 3.58 -5.75  -0.15
N -3.14 3.69 -4.72  -0.57
C -2.77 3.03 -3.62  -0.15
N -1.68 2.29 -3.46  -0.33
H 0.46 3.72 0.33  0.39
H 0.28 1.78 1.85  0.74
H 0.30 -0.87 -1.31  0.69
H 0.73 3.30 -2.12  0.52
H 1.71 0.12 -3.43  0.47
H 0.75 1.00 -5.37  0.32
H -0.49 2.74 -6.56  0.37
H -2.59 4.12 -6.65  0.39
H -3.44 3.10 -2.77  0.41